107
Properties=species:S:1:pos:R:3:forces:R:3 method="wB97M-V/def2-TZVPD" multiplicity=4 e_above_lowest_kj_mol=41.49 gap_ev="8.3021 / 8.4630"
V 3.823 -1.482 -0.181 -1.98 0.01 -1.12
O 2.866 3.447 -2.083 0.86 0.71 0.03
O 3.353 -3.514 -0.561 0.66 2.58 0.50
O -4.302 -2.260 -1.131 1.67 0.15 0.11
O 4.797 0.534 0.016 0.01 -0.52 0.28
O -1.709 3.448 -1.732 0.78 0.98 0.31
O -2.208 -0.755 6.176 -0.01 -0.28 -0.25
O 2.117 -0.312 -0.464 0.93 -1.10 0.27
O -5.893 0.093 1.374 -0.70 -0.59 -0.21
O 3.122 2.415 3.688 1.43 -0.74 -0.61
O 2.701 -2.996 -5.750 0.10 -0.23 -0.16
N -0.869 -1.488 4.483 -1.34 0.19 -0.59
N 1.784 2.254 -3.711 0.42 0.04 -0.76
N 0.962 2.906 4.091 -0.39 -0.29 0.19
N 5.525 2.456 1.038 -0.49 -0.37 -0.55
N -2.524 -3.712 -1.018 0.61 0.06 -0.52
N 0.832 -3.045 -4.460 -0.68 -0.37 -0.62
N -3.358 1.993 -2.223 -0.32 0.16 -0.14
N -3.851 0.969 1.644 0.53 -0.63 -0.56
C -4.050 1.261 3.040 -0.57 0.42 0.22
C 0.335 -0.922 5.026 1.06 -1.08 0.19
C -1.390 -4.147 -0.198 -0.76 0.36 0.89
C 6.388 1.839 2.014 -0.77 -0.65 0.54
C -2.054 -1.377 5.139 0.32 0.69 0.44
C -0.814 -2.138 3.188 0.71 1.10 -0.65
C 4.804 1.774 0.142 0.53 0.15 -0.04
C 2.294 3.027 -4.817 -0.42 0.43 0.04
C 2.178 2.530 -2.455 -1.55 -1.10 0.40
C -4.376 2.875 -1.705 -0.46 0.29 0.18
C 2.169 -3.028 -4.662 0.01 0.48 0.40
C -0.071 -3.144 -5.593 -0.04 0.05 -0.24
C 1.131 1.009 -4.051 -0.53 0.02 1.03
C -2.075 2.403 -2.196 -0.50 -0.97 0.12
C 0.776 -0.532 -0.222 -0.45 0.46 0.88
C -3.726 0.739 -2.828 -0.10 -1.00 -0.06
C -3.140 -4.758 -1.809 -0.45 0.15 0.14
C 2.415 -4.094 0.269 -0.80 -0.01 0.98
C -0.009 3.456 5.008 -0.02 -0.14 0.40
C 2.273 2.904 4.379 -1.09 0.92 0.54
C 5.330 3.883 1.164 0.13 0.66 -0.09
C -2.521 1.136 1.128 0.88 0.15 0.44
C 0.183 -2.816 -3.205 -0.02 -0.26 1.27
C 0.437 2.022 3.060 1.21 0.12 0.55
C -3.137 -2.509 -0.816 -0.72 -0.90 0.09
C -4.804 0.334 0.912 -0.29 1.06 0.65
H -0.713 4.068 4.447 -0.05 0.18 0.18
H 0.903 -1.793 5.376 0.28 0.40 0.54
H 1.497 3.133 -5.553 0.08 -0.09 -0.16
H -1.402 1.617 -2.569 0.25 0.07 -0.26
H -3.123 0.467 -3.697 0.34 0.26 0.21
H 1.671 -3.403 0.743 0.33 0.21 -0.34
H -1.779 -2.250 2.697 -0.31 -0.29 0.56
H -0.252 -3.070 3.190 -0.05 -0.13 0.06
H -1.827 -4.572 0.717 0.36 -0.01 0.07
H -0.466 -2.158 -5.865 -0.10 -0.09 0.05
H -4.744 0.701 -3.219 -0.11 0.50 0.28
H 6.287 4.405 1.235 0.08 -0.22 0.13
H 0.852 -2.950 -2.345 0.28 0.24 -0.36
H 5.930 1.900 3.006 0.13 0.45 0.05
H 1.009 -0.449 4.311 -0.42 -0.05 -0.47
H -5.018 0.901 3.372 -0.03 -0.33 -0.20
H -1.797 0.684 1.819 -0.05 0.04 0.06
H 4.737 4.116 2.049 -0.02 -0.06 0.05
H 0.159 -0.204 5.815 -0.36 -0.18 0.26
H -2.408 -5.175 -2.501 0.07 -0.13 0.11
H 1.759 -4.830 -0.225 0.41 -0.14 -0.19
H -3.656 -0.066 -2.093 -0.08 -0.16 -0.18
H -4.112 2.344 3.194 0.44 -0.03 0.08
H 0.414 -3.558 -6.472 0.33 0.10 0.13
H 4.289 2.454 -0.552 -0.35 -0.40 0.03
H -5.091 2.412 -1.021 0.09 -0.51 -0.27
H 2.518 4.024 -4.450 0.31 0.01 -0.03
H 0.387 1.178 -4.827 0.22 -0.04 -0.28
H 2.453 3.463 5.312 0.40 0.01 0.05
H -0.326 2.570 2.526 -0.33 -0.42 -0.25
H 0.498 -0.467 0.867 0.39 -0.22 -0.36
H 1.830 0.211 -4.300 0.02 0.02 -0.32
H 0.357 -1.499 -0.567 0.24 0.22 -0.14
H -3.909 3.650 -1.106 0.21 0.20 -0.28
H 2.877 -4.571 1.152 0.00 -0.25 -0.29
H -0.748 -3.312 0.081 -0.07 0.11 -0.05
H -4.549 0.213 -0.143 0.21 -0.41 -0.10
H 0.139 0.293 -0.622 0.26 -0.33 -0.36
H -2.247 2.191 1.040 -0.03 0.03 -0.15
H -2.888 -1.875 4.625 0.00 -0.12 -0.08
H -2.324 0.642 0.178 -0.52 0.06 -0.19
H -3.963 -4.349 -2.389 -0.03 0.12 0.07
H -2.436 -1.821 -0.288 -0.46 0.10 -0.11
H 4.843 4.305 0.287 -0.21 -0.27 -0.03
H -3.544 -5.537 -1.156 0.08 -0.12 -0.13
H 0.497 4.032 5.784 0.00 0.29 -0.24
H -0.569 2.694 5.564 -0.01 -0.17 -0.34
H 7.356 2.326 1.990 0.22 -0.13 0.08
H 1.687 1.820 -1.765 0.35 0.00 0.27
H 2.731 -3.000 -3.716 0.07 -0.06 0.09
H 3.164 2.564 -5.276 0.16 0.02 -0.08
H -0.311 -1.424 2.514 0.21 -0.43 0.06
H -0.758 -4.926 -0.616 -0.20 0.11 -0.63
H -0.894 -3.819 -5.346 -0.06 0.17 0.13
H -4.930 3.312 -2.536 -0.11 0.20 0.08
H 6.428 0.766 1.845 0.38 0.08 -0.42
H -3.277 0.808 3.662 0.13 0.14 -0.01
H 0.159 1.108 3.578 -1.01 0.02 -0.31
H 0.558 0.683 -3.175 0.21 -0.14 0.00
H 1.269 1.707 2.432 -0.11 0.38 -0.35
H -0.624 -3.529 -3.002 0.02 -0.12 -0.43
H -0.284 -1.829 -3.122 0.17 0.15 -0.17

***

102
Properties=species:S:1:pos:R:3:forces:R:3 method="wB97M-V/def2-TZVPD" multiplicity=2 total_charge=+2 gap_ev="10.0362 / 7.0003"
F 0.496 0.554 0.205 -0.01 3.27 -0.73
F -0.110 -1.378 -0.743 -1.89 -1.13 -3.07
F -0.570 -0.955 1.439 -0.28 -0.21 0.23
F 1.538 -1.304 0.618 2.29 -1.10 0.97
O -4.602 -4.716 1.535 -0.55 -0.79 1.19
O -5.404 -3.455 -0.058 0.86 -0.65 1.80
O 2.457 -2.351 5.126 -0.99 1.47 -0.43
O 3.807 -2.981 -3.899 0.63 -0.07 -1.46
O -5.271 4.209 -0.259 2.59 -1.98 -0.07
N 3.186 0.380 3.903 -0.95 3.08 0.19
N 1.931 -0.803 -4.227 -1.19 1.94 -1.32
N -4.199 1.340 -0.056 1.37 0.68 -0.61
C -5.682 3.234 -1.204 -0.80 0.48 0.81
C 1.891 -3.244 6.070 1.55 -0.74 1.06
C -2.165 3.107 0.448 -1.93 -1.04 -0.37
C 1.585 2.424 3.619 0.00 -0.22 0.08
C 4.917 2.077 3.044 0.14 0.54 1.06
C 3.876 -0.063 -2.707 -0.10 0.02 -1.44
C -3.000 -3.359 0.294 -0.59 -1.04 0.59
C 2.184 -0.669 3.354 0.96 -1.61 1.19
C -5.167 -0.294 1.745 0.57 -0.29 1.32
C -3.409 2.266 0.978 0.95 -0.16 0.75
C 3.897 1.016 2.669 1.05 -0.87 -0.01
C 2.443 -3.296 -4.064 0.35 -0.82 0.15
C 1.155 0.221 -6.615 -0.32 1.24 0.91
C -4.452 -3.833 0.666 1.04 2.03 -3.81
C 4.633 -3.670 -4.898 -0.53 0.33 0.76
C 1.619 -2.191 -3.528 0.28 2.64 1.34
C -3.202 0.278 -0.545 -0.78 0.01 0.15
C -6.133 5.217 0.069 -2.14 0.47 -0.14
C 3.369 -0.181 -4.159 -1.01 -0.04 0.43
C 1.555 -0.954 -5.738 0.91 -1.46 0.57
C -5.408 0.664 0.616 -0.52 0.00 -1.43
C 2.331 1.536 4.630 0.46 -0.67 -1.37
C -4.669 2.094 -1.374 -0.25 0.64 0.67
C 0.895 0.258 -3.636 0.38 -2.15 0.57
C 1.486 -1.564 4.416 0.50 -0.68 0.06
C 4.254 -0.099 4.927 -1.38 -0.69 -0.93
B 0.325 -0.765 0.347 -0.23 -0.69 2.25
H -2.587 3.554 -0.452 0.84 0.53 -0.09
H 0.825 -0.051 -7.617 0.07 -0.47 0.24
H 0.853 -2.339 3.983 -0.20 0.49 -1.10
H -6.186 6.008 -0.679 0.30 0.21 -0.05
H -4.118 2.860 1.554 -0.28 0.27 -0.88
H 0.783 -1.058 5.077 0.30 0.55 0.35
H -0.059 -0.184 -3.921 -0.09 0.28 0.11
H 0.828 -3.432 6.220 -0.32 0.46 -1.19
H 2.117 -3.497 -5.084 0.48 0.12 -0.45
H -5.831 3.755 -2.150 0.15 -0.38 -0.50
H 2.838 -1.336 2.793 -0.15 -0.04 -0.16
H -2.383 -2.999 1.118 -0.36 0.58 0.01
H 0.537 -2.323 -3.511 0.03 -0.14 -0.75
H 0.363 0.814 -6.157 -0.53 -0.43 -0.04
H -5.921 0.131 -0.184 0.22 -0.11 -0.29
H -2.290 0.804 -0.829 0.03 -0.42 0.31
H 1.878 1.026 -6.748 0.76 -0.52 -0.01
H -7.133 4.783 0.099 -0.48 0.19 0.24
H -6.054 -0.835 2.074 -0.68 0.84 -0.15
H 1.784 -1.924 -2.484 0.53 -0.47 0.17
H 4.000 -3.842 -5.768 0.30 -0.24 -0.14
H 5.492 -3.064 -5.184 -0.18 0.24 0.22
H 2.968 2.131 5.284 0.27 -0.30 -0.20
H -6.110 1.465 0.847 0.29 0.08 0.50
H 2.425 -1.481 -6.129 0.12 0.24 -0.30
H 3.176 0.779 -4.637 0.09 0.33 0.41
H 1.627 0.981 5.250 0.04 0.14 -0.03
H -4.575 -1.200 1.612 0.67 0.46 -0.83
H 0.986 0.205 -2.551 -0.04 -0.07 -0.03
H 2.199 -2.919 7.064 0.22 0.01 0.14
H 2.133 2.947 2.835 0.73 -0.19 0.37
H 3.208 0.616 -2.177 0.20 -0.21 0.36
H 5.295 2.774 2.295 -0.33 -0.65 -0.75
H 4.421 0.153 2.259 0.01 0.00 -0.22
H -4.753 0.228 2.608 -0.09 -0.11 0.14
H 4.871 0.377 -2.774 -0.03 0.11 0.18
H 0.829 -1.763 -5.659 -0.62 0.49 -0.55
H -3.003 1.634 1.768 -0.16 -0.83 -0.41
H 2.286 -4.254 -3.568 -0.66 0.07 0.44
H -5.063 1.323 -2.037 -0.32 -0.06 0.34
H 0.928 1.309 -3.924 0.77 -0.40 -0.63
H 3.982 -1.047 -2.253 -0.20 0.19 0.09
H -3.109 -2.704 -0.570 0.00 0.22 0.37
H -6.661 2.844 -0.926 -0.25 -0.08 0.18
H 0.870 1.834 3.046 -0.43 0.14 0.35
H 3.688 -0.347 5.825 0.31 0.02 -0.05
H 5.800 1.640 3.511 -0.05 0.09 -0.04
H 4.679 -1.013 4.511 0.04 0.06 0.14
H 1.137 3.240 4.186 -0.49 -0.27 0.03
H -3.119 -0.518 0.195 0.67 0.69 0.40
H 5.015 -4.599 -4.473 -0.19 -0.11 -0.13
H -3.594 -0.291 -1.389 -0.34 0.57 -0.32
H 5.034 0.641 5.107 -0.51 0.10 -0.18
H -2.412 -4.212 -0.043 -0.29 -0.32 -0.14
H 3.250 1.384 1.873 -0.65 -0.36 0.60
H -3.891 2.560 -1.979 0.98 -0.49 0.84
H 1.455 -0.278 2.643 0.31 0.55 0.36
H -1.275 2.502 0.276 -0.28 -0.27 -0.32
H 4.486 2.792 3.745 -0.06 -0.11 0.34
H -5.933 5.624 1.060 0.37 -0.06 -0.18
H -1.834 3.861 1.162 -0.64 0.08 0.06
H 4.044 -0.651 -4.874 -0.21 -0.69 0.48
H 2.420 -4.169 5.842 -0.43 -0.33 0.39

***

96
Properties=species:S:1:pos:R:3:forces:R:3 method="wB97M-V/def2-TZVPD" smiles="CCCCCCCCCCC[Si@H](C[C@@H](C)Cl)[PH2]=N.CCOCC.CCOCC.CCOCC" gap_ev=8.6358
Cl 0.200 -5.036 2.464 -0.48 0.03 -0.51
P -1.371 -1.729 1.992 -2.02 0.43 0.30
Si -0.373 -2.456 0.125 0.45 -0.42 -1.22
O -3.606 4.592 -2.714 0.15 -0.14 0.16
O 4.921 -2.090 4.282 0.03 0.25 -0.02
O 1.468 -0.311 -4.635 -0.22 0.02 0.14
N -2.982 -1.710 1.859 1.10 -0.06 -0.09
C -0.709 -4.326 -0.083 -0.04 0.31 0.60
C 1.221 1.383 4.222 0.00 -0.07 -0.15
C 2.019 0.456 -5.692 0.07 -0.02 -0.10
C 3.214 -3.619 3.388 0.02 0.01 0.12
C -1.738 3.366 0.165 -0.38 0.33 -0.65
C -4.918 4.993 -2.355 -0.11 0.02 -0.05
C 1.703 0.048 3.564 0.23 0.62 0.76
C -1.625 -6.475 0.899 0.63 0.01 0.47
C 4.499 -2.844 3.157 -0.06 -0.10 0.00
C 3.609 -1.148 -3.765 0.06 0.10 -0.01
C -1.411 2.264 -0.896 -0.64 0.38 0.38
C -0.329 1.604 4.125 0.61 0.36 -0.39
C 5.185 -2.825 5.464 0.03 -0.10 0.03
C 6.283 -3.863 5.306 0.03 -0.04 -0.12
C -3.115 6.519 -4.161 -0.06 0.08 0.09
C -2.764 2.942 1.256 0.16 -0.81 -0.14
C 2.175 -0.316 -6.991 0.00 -0.13 0.01
C -0.738 2.514 2.904 0.15 -1.39 0.29
C 2.203 -1.460 -4.246 0.11 0.01 -0.03
C -3.147 5.010 -3.989 -0.02 0.06 -0.07
C -1.129 0.847 -0.312 0.89 0.30 -1.84
C -5.993 4.480 -3.298 0.04 -0.05 -0.12
C -0.907 -1.490 -1.429 -0.57 0.62 0.11
C -0.394 0.001 -1.430 0.08 -0.70 0.44
C -1.152 -5.020 1.252 -0.97 -0.79 -1.62
C -2.181 2.125 2.460 0.03 1.15 0.60
H -0.781 3.765 0.552 -0.58 -0.23 0.21
H -2.205 1.029 2.326 -0.07 0.58 -0.25
H 1.643 -1.920 -3.428 -0.12 0.14 -0.05
H -2.843 2.334 3.334 0.35 -0.31 -0.49
H 0.703 -0.025 -1.225 -0.63 0.18 -0.12
H 1.508 1.400 5.296 -0.01 -0.19 -0.68
H -1.083 -6.823 -0.005 -0.31 0.10 0.58
H 1.212 -0.715 -7.315 0.02 0.05 0.00
H 5.304 -3.509 2.824 -0.03 -0.07 0.02
H -0.598 3.588 3.131 -0.24 -0.48 -0.08
H -0.006 2.254 2.103 -0.52 0.34 0.33
H -2.133 4.619 -4.090 -0.06 -0.08 0.15
H -2.485 6.976 -3.396 0.01 -0.03 -0.04
H 1.332 1.288 -5.855 -0.07 -0.07 0.15
H -2.090 0.348 -0.088 0.54 0.27 0.34
H -3.345 3.802 1.653 0.62 -0.31 -0.29
H 3.578 -0.451 -2.924 -0.02 -0.05 0.00
H -0.486 0.474 -2.430 -0.22 -0.39 0.55
H 6.466 -4.369 6.256 0.00 0.04 -0.01
H 2.860 -1.159 -6.885 0.06 0.06 -0.03
H 1.796 2.207 3.743 -0.58 -0.24 0.29
H 1.078 -2.236 0.276 0.25 0.05 0.18
H 4.217 -0.691 -4.546 0.02 -0.09 -0.02
H -0.584 2.643 -1.540 -0.28 -0.43 0.53
H 2.567 0.335 -7.774 -0.03 0.00 0.03
H -0.433 0.908 0.544 -0.68 -0.05 -0.14
H -2.712 -6.504 0.696 0.57 0.14 0.10
H 4.341 -2.124 2.351 0.06 0.10 0.13
H 7.210 -3.390 4.975 -0.03 0.00 0.05
H 4.264 -3.284 5.839 0.00 -0.08 -0.01
H 2.972 0.898 -5.383 0.06 -0.04 -0.04
H 2.219 -2.192 -5.060 0.08 0.00 -0.02
H 1.314 -0.784 4.190 0.24 0.23 -0.69
H 4.110 -2.062 -3.442 -0.03 0.02 0.00
H 1.403 -0.050 2.501 -0.03 0.03 0.60
H -1.493 -4.427 -0.868 0.27 -0.11 0.69
H 3.319 -4.360 4.182 0.02 -0.06 -0.07
H -3.741 4.537 -4.778 -0.04 0.06 -0.03
H -5.097 4.587 -1.358 0.18 -0.04 -0.01
H -3.311 -0.756 1.987 -0.19 -0.18 0.03
H 2.407 -2.942 3.676 0.02 -0.01 -0.07
H -2.210 4.205 -0.399 0.40 -0.46 0.29
H 2.813 0.034 3.595 -0.62 -0.25 0.00
H -2.716 6.778 -5.143 0.00 -0.02 0.03
H -5.864 4.862 -4.311 -0.05 0.07 0.03
H -4.969 6.083 -2.260 -0.04 0.03 -0.06
H 2.921 -4.143 2.478 0.02 0.05 0.01
H -5.963 3.389 -3.352 -0.02 0.04 0.04
H -6.980 4.787 -2.949 0.04 -0.02 0.02
H -0.796 0.606 3.978 0.14 0.57 0.27
H -0.860 -0.427 2.230 0.41 -0.60 0.12
H -0.604 -2.046 -2.343 0.03 0.25 0.55
H -0.696 2.004 5.090 -0.01 -0.11 -0.57
H 6.022 -4.625 4.569 -0.03 -0.04 0.07
H -4.109 6.962 -4.076 0.00 -0.02 -0.09
H -1.392 -7.165 1.737 -0.30 0.36 -0.53
H -0.938 -2.551 3.078 0.30 0.42 -0.26
H -2.025 -1.472 -1.442 0.66 -0.07 -0.05
H -2.290 2.199 -1.581 0.52 -0.11 0.39
H 0.199 -4.827 -0.480 -0.45 0.25 0.28
H -2.031 -4.499 1.684 0.78 -0.04 0.08
H -3.519 2.295 0.747 0.35 0.44 0.31
H 5.493 -2.095 6.214 -0.05 0.11 -0.12